Record 1
{
  "formula": "C3H8OS",
  "method": "the ωB97M-V functional and the def2-TZVPD basis",
  "species": ["C", "O", "C", "C", "S", "H", "H", "H", "H", "H", "H", "H", "H"],
  "coordinates": [[0.1111, 0.6234, 1.1464], [1.3565, 1.2411, 0.8784], [0.1217, -0.7494, 0.4827], [-0.6216, -0.7693, -0.8528], [-0.3251, 0.6967, -1.9462], [0.0131, 0.5108, 2.2288], [-0.7412, 1.1877, 0.7920], [1.3724, 2.1319, 1.2417], [1.1712, -0.9006, 0.2155], [-0.2614, -1.5428, 1.1140], [-1.7012, -0.8327, -0.7294], [-0.3088, -1.5892, -1.5006], [-0.1867, -0.0076, -3.0703]],
  "nbo_charge": [-0.065, -0.722, -0.443, -0.486, -0.072, 0.163, 0.161, 0.471, 0.230, 0.217, 0.203, 0.220, 0.123],
  "largest_force_ev_per_a": 1.55,
  "energy_ev": -16122.8357,
  "smiles": "OCCCS",
  "relative_energy_kcal_mol": 9.3,
  "e_lumo_ha": 0.03350,
  "homo_lumo_gap_ev": 9.7729,
  "charge": 0,
  "homo_energy_ev": -8.9
}

Record 2
{
  "formula": "C37H32NP2SeY",
  "method": "the ωB97M-V functional and the def2-TZVPD basis",
  "species": ["C", "C", "C", "C", "C", "C", "P", "C", "C", "C", "C", "C", "C", "Y", "P", "C", "C", "C", "C", "C", "C", "C", "C", "C", "C", "C", "C", "C", "C", "C", "C", "C", "C", "C", "C", "C", "C", "C", "C", "H", "H", "H", "H", "H", "H", "H", "H", "H", "H", "H", "H", "H", "H", "H", "H", "H", "H", "H", "H", "H", "H", "H", "H", "H", "H", "H", "H", "H", "H", "H", "H", "Se", "C", "N"],
  "coordinates": [[-2.3787, -0.1012, -0.3991], [-1.8985, 1.1373, 0.1072], [-1.7898, 2.2554, -0.8139], [-2.5326, 2.2020, -2.0038], [-3.2514, 1.0633, -2.3441], [-3.1319, -0.0982, -1.5723], [-1.0512, 1.2664, 1.7596], [-1.1538, 2.9708, 2.3152], [-0.0514, 3.8071, 2.0314], [-0.1375, 5.1901, 2.2142], [-1.2605, 5.7429, 2.8554], [-2.3239, 4.9026, 3.2300], [-2.2917, 3.5240, 2.9468], [0.3803, 1.1333, -0.8062], [1.6706, -1.2858, -0.9585], [1.6291, -0.1596, -2.4644], [0.6641, -0.4759, -3.4250], [0.0242, 0.5382, -4.1633], [0.3699, 1.8788, -3.9986], [1.4291, 2.2164, -3.1156], [2.1913, 1.1917, -2.4926], [3.3980, -1.6447, -0.9331], [3.9635, -2.0540, 0.2907], [5.3310, -1.9344, 0.4706], [6.1726, -1.4471, -0.5432], [5.5864, -1.0778, -1.7637], [4.2201, -1.1988, -1.9762], [0.7485, -2.8581, -1.0770], [-0.0330, -3.2657, 0.0204], [-0.6885, -4.4918, -0.0054], [-0.5556, -5.3487, -1.0984], [0.2766, -4.9698, -2.1511], [0.9619, -3.7552, -2.1308], [-1.9059, 0.1725, 2.8934], [-3.2944, -0.0334, 2.7922], [-3.9416, -0.9013, 3.6816], [-3.2127, -1.5601, 4.6913], [-1.8162, -1.3988, 4.7645], [-1.1684, -0.5322, 3.8813], [3.3287, -2.3100, 1.1473], [5.7687, -2.1732, 1.4355], [7.2527, -1.3138, -0.3838], [6.1910, -0.6131, -2.5376], [3.8004, -0.7969, -2.8909], [0.3684, -1.5193, -3.5472], [-0.7692, 0.2952, -4.8756], [-0.1322, 2.6635, -4.5823], [1.7808, 3.2395, -3.0097], [3.1801, 1.4001, -2.0803], [-0.0808, -2.6187, 0.8999], [-1.3008, -4.7902, 0.8360], [-1.0674, -6.3133, -1.1142], [0.4040, -5.6456, -2.9934], [1.6761, -3.5175, -2.9166], [-3.8673, 0.4830, 2.0122], [-5.0243, -1.0738, 3.5922], [-3.7338, -2.2138, 5.4086], [-1.2348, -1.9577, 5.5173], [-0.0869, -0.3914, 3.9404], [0.8638, 3.3390, 1.6745], [0.6736, 5.8345, 1.8487], [-1.3047, 6.8222, 3.0504], [-3.1858, 5.3385, 3.7472], [-3.1623, 2.9052, 3.2083], [-1.3764, 3.2253, -0.4730], [-2.6217, 3.1068, -2.6041], [-3.9359, 1.0973, -3.2111], [-3.6768, -0.9991, -1.8940], [-2.3550, -1.0112, 0.2148], [-1.5656, -1.1388, -3.4651], [-1.7183, -1.6166, -2.9076], [3.4505, 0.1921, 3.3122], [2.4949, 0.5857, 1.9389], [1.8188, 0.8859, 0.9924]],
  "mulliken_charge": [0.245, -0.863, -0.025, -0.667, -0.436, -1.221, 0.892, 0.512, -0.141, -0.645, -0.515, -0.635, -0.536, 0.672, 1.526, -0.520, -1.034, -0.824, -0.330, -0.768, 0.141, 0.581, -0.728, -0.676, -0.511, -0.807, -0.424, 0.447, -0.477, -0.573, -0.559, -0.749, -0.337, 0.231, -0.062, -0.775, -0.524, -0.620, -0.415, 0.540, 0.423, 0.407, 0.398, 0.706, 1.019, 0.544, 0.498, 0.581, 0.486, 0.548, 0.462, 0.424, 0.420, 0.490, 0.458, 0.403, 0.408, 0.434, 0.373, 0.398, 0.413, 0.396, 0.398, 0.382, 0.579, 0.571, 0.441, 0.569, 0.571, 0.137, -0.077, -0.065, 0.231, -0.814],
  "largest_force_ev_per_a": 3.24,
  "energy_ev": -125329.1078,
  "relative_energy_kcal_mol": 26.0,
  "e_lumo_ha": [-0.26432, -0.26433],
  "homo_lumo_gap_ev": [5.4220, 5.4215],
  "charge": 2,
  "homo_energy_ev": [-12.6, -12.6]
}

Record 3
{
  "formula": "C6H9BrO4V",
  "method": "the ωB97M-V functional and the def2-TZVPD basis",
  "species": ["O", "C", "O", "C", "Br", "C", "C", "O", "C", "C", "O", "H", "H", "H", "H", "H", "H", "H", "H", "H", "V"],
  "coordinates": [[-1.6599, 3.1288, -0.5862], [-1.0436, 2.2511, 0.0409], [0.2731, 1.7670, -0.3452], [0.7217, 0.5810, 0.3345], [2.5152, 0.9212, 1.1663], [0.4348, -0.8690, -0.3074], [0.7341, -0.9848, -1.8911], [2.0129, -1.6574, -2.1927], [-0.2284, 0.5367, 1.6919], [-1.5207, 1.4649, 1.3778], [-2.6719, 0.6298, 1.1675], [-0.6692, -1.1878, -0.1399], [1.0626, -1.6377, 0.2787], [0.7046, 0.0054, -2.4632], [-0.0922, -1.6584, -2.3502], [1.9999, -2.5493, -1.7129], [0.3110, 0.8991, 2.6491], [-0.5702, -0.5350, 1.9638], [-1.7093, 2.2710, 2.1760], [-2.8577, 0.1255, 2.0050], [2.2532, -3.5024, -2.8628]],
  "nbo_charge": [-0.251, 0.750, -0.470, 0.229, 0.558, -0.490, -0.094, -0.660, -0.389, 0.033, -0.509, 0.296, 0.273, 0.287, 0.230, 0.316, 0.316, 0.286, 0.314, 0.535, 1.441],
  "largest_force_ev_per_a": 6.64,
  "energy_ev": -110242.3634,
  "e_lumo_ha": -0.64236,
  "homo_lumo_gap_ev": 2.5178,
  "charge": 3,
  "homo_energy_ev": -20.0
}

Record 4
{
  "formula": "C4H8ClNS",
  "method": "the ωB97M-V functional and the def2-TZVPD basis",
  "species": ["C", "C", "C", "C", "N", "S", "Cl", "H", "H", "H", "H", "H", "H", "H", "H"],
  "coordinates": [[0.9912, -0.4782, -0.4561], [0.1896, -1.6802, -0.9356], [-0.9216, -0.3473, 0.8743], [0.3736, 1.6923, 0.6281], [0.1133, 0.3033, 0.3918], [-1.0521, -1.9688, 0.3839], [-3.0175, 0.9385, -0.4333], [1.8616, -0.7956, 0.1368], [1.3459, 0.1295, -1.2929], [-0.3692, -1.4589, -1.8457], [0.7912, -2.5741, -1.0746], [-1.6087, 0.0814, 1.5777], [1.2716, 1.8160, 1.2400], [0.5158, 2.2073, -0.3230], [-0.4846, 2.1349, 1.1286]],
  "nbo_charge": [-0.226, -0.526, 0.056, -0.410, -0.340, 0.394, -0.843, 0.205, 0.229, 0.247, 0.243, 0.288, 0.204, 0.226, 0.252],
  "largest_force_ev_per_a": 1.18,
  "energy_ev": -29124.9052,
  "relative_energy_kcal_mol": 2.4,
  "e_lumo_ha": -0.00167,
  "homo_lumo_gap_ev": 7.9027,
  "charge": 0,
  "homo_energy_ev": -7.9
}

Record 5
{
  "formula": "C17H36F2O13S3Tl",
  "method": "the ωB97M-V functional and the def2-TZVPD basis",
  "species": ["Tl", "F", "F", "O", "C", "O", "C", "C", "C", "H", "H", "H", "H", "H", "H", "O", "C", "O", "C", "C", "C", "H", "H", "H", "H", "H", "H", "O", "S", "O", "O", "C", "C", "C", "H", "H", "H", "H", "H", "H", "H", "H", "O", "S", "O", "O", "C", "C", "C", "H", "H", "H", "H", "H", "H", "H", "H", "O", "S", "O", "O", "C", "C", "C", "H", "H", "H", "H", "H", "H", "H", "H"],
  "coordinates": [[-0.1052, -0.1287, 1.2616], [-2.4904, -1.3028, 2.3238], [1.2062, -1.0236, 3.5789], [1.5940, 2.2868, 1.2636], [2.2873, 3.0129, 0.5864], [3.4984, 2.7087, 0.1753], [4.1324, 3.6483, -0.6984], [3.1690, 4.8314, -0.5686], [1.8240, 4.2734, -0.1215], [4.1861, 3.1792, -1.6800], [5.1197, 3.8777, -0.3027], [3.0789, 5.1451, -1.6116], [3.5514, 5.6075, 0.0875], [1.0906, 3.9261, -0.8492], [1.3564, 5.0086, 0.5298], [-2.0863, 1.8507, 1.5106], [-2.3456, 3.0420, 1.4660], [-1.3719, 3.9500, 1.5807], [-1.8826, 5.2818, 1.7787], [-3.4076, 5.1226, 1.9200], [-3.6682, 3.6569, 1.4350], [-1.4920, 5.9185, 0.9831], [-1.4151, 5.7479, 2.6478], [-3.8402, 5.8946, 1.2905], [-3.7177, 5.0319, 2.9578], [-3.9487, 3.6132, 0.3781], [-4.4159, 3.1557, 2.0424], [-2.1378, 0.2358, -0.6221], [-3.5153, 0.2765, -1.0936], [-4.2868, 1.5086, -1.0867], [-3.7113, -0.4669, -2.5718], [-2.8126, -0.1615, -3.6249], [-2.9940, -1.1157, -4.8367], [-4.5011, -0.9293, -0.1298], [-1.7753, -0.0519, -3.3127], [-3.1488, 0.7717, -4.0848], [-3.2658, -0.6882, -5.7985], [-3.7965, -1.8267, -4.6214], [-2.1551, -1.7982, -4.9808], [-3.8969, -1.8230, -0.0074], [-5.4501, -1.1253, -0.6277], [-4.8238, -0.4522, 0.7937], [2.4411, -1.0093, 0.2451], [3.6868, -1.4291, -0.3821], [4.7631, -1.9850, 0.3721], [3.3897, -2.5614, -1.4652], [2.1964, -2.3873, -2.2809], [2.3673, -3.2997, -3.4529], [4.4301, -0.0316, -1.3369], [2.0815, -1.3420, -2.5699], [1.3465, -2.7499, -1.7019], [3.0818, -2.9117, -4.1771], [1.3758, -3.5005, -3.8610], [2.7210, -4.2822, -3.1383], [3.7559, 0.2778, -2.1315], [5.3791, -0.4203, -1.7040], [4.7188, 0.7695, -0.6605], [1.5958, -5.0993, 0.4987], [1.2609, -4.0904, 1.4597], [0.7603, -2.7890, 1.0212], [0.2597, -4.8126, 2.5393], [-0.9037, -4.0720, 2.8963], [-1.6895, -4.7687, 3.9950], [2.6537, -3.8363, 2.5264], [-1.5473, -3.9901, 2.0191], [-0.6415, -3.0903, 3.2960], [-2.6950, -4.3682, 4.1187], [-1.1598, -4.6790, 4.9421], [-1.8593, -5.8061, 3.7008], [2.2980, -3.2598, 3.3754], [3.3091, -3.2803, 1.8567], [2.9881, -4.8649, 2.6395]],
  "mulliken_charge": [1.758, -0.503, -0.502, -0.626, 0.302, -0.280, -0.402, -0.672, -0.002, 0.317, 0.336, 0.281, 0.345, 0.300, 0.111, -0.391, 0.282, -0.308, -0.513, -0.508, -0.252, 0.347, 0.309, 0.309, 0.302, 0.193, 0.371, -0.299, 0.892, -0.598, -0.273, -0.132, -1.087, -0.928, 0.308, 0.259, 0.330, 0.311, 0.249, 0.288, 0.395, 0.338, -0.206, 0.812, -0.634, -0.302, 0.394, -1.488, -1.035, 0.334, -0.021, 0.354, 0.380, 0.346, 0.304, 0.467, 0.246, -0.629, 0.878, -0.311, -0.351, 0.250, -1.415, -0.569, 0.198, 0.225, 0.361, 0.343, 0.353, 0.266, 0.087, 0.408],
  "largest_force_ev_per_a": 3.19,
  "energy_ev": -87449.7940,
  "e_lumo_ha": -0.31795,
  "homo_lumo_gap_ev": 4.1885,
  "charge": 1,
  "homo_energy_ev": -12.8
}

Record 6
{
  "formula": "C8H14O",
  "method": "the ωB97M-V functional and the def2-TZVPD basis",
  "species": ["C", "C", "C", "C", "C", "C", "C", "C", "O", "H", "H", "H", "H", "H", "H", "H", "H", "H", "H", "H", "H", "H", "H"],
  "coordinates": [[0.0634, 2.4797, 0.0862], [-0.9310, 1.6317, 0.2039], [-0.5384, 0.0293, -1.7482], [0.7246, -0.6897, -1.2583], [-1.1019, 0.2686, -0.3230], [0.4026, -0.7511, 0.1880], [-0.0507, -2.0095, 0.8800], [1.4529, 0.0327, 1.0545], [-2.4233, -0.3288, -0.0403], [0.0413, 3.4476, 0.5927], [0.9497, 2.3370, -0.5540], [-1.6663, 1.9382, 0.9257], [-0.3750, 1.0173, -2.3015], [-1.0965, -0.6860, -2.4223], [0.8838, -1.5701, -1.8078], [1.5730, -0.0943, -1.2902], [-0.5876, -1.8858, 1.9004], [0.7339, -2.6519, 1.1810], [-0.8687, -2.6674, 0.3784], [1.6088, -0.2840, 2.0886], [1.4814, 1.1775, 0.9023], [2.2922, -0.2640, 0.4683], [-2.5682, -0.4767, 0.8955]],
  "nbo_charge": [-0.422, -0.227, -0.427, -0.436, 0.252, 0.026, -0.642, -0.642, -0.728, 0.210, 0.189, 0.208, 0.213, 0.230, 0.211, 0.198, 0.209, 0.215, 0.226, 0.219, 0.239, 0.204, 0.474],
  "largest_force_ev_per_a": 4.43,
  "energy_ev": -10567.2218,
  "smiles": "C=C[C@@]1(O)CCC1(C)C",
  "relative_energy_kcal_mol": 65.1,
  "e_lumo_ha": 0.03280,
  "homo_lumo_gap_ev": 9.3342,
  "charge": 0,
  "homo_energy_ev": -8.4
}

no.,molar mass (g/mol)
1,92.2
2,720.5
3,276.0
4,137.6
5,787.0
6,126.2